Computed, not measured: a molecular structure, C21H9Cl5N3O8RuS2 at a distorted geometry, with ωB97M-V/def2-TZVPD.

Element x y z (Å)
Ru1 0.07 -0.86 -0.29
Cl1 2.71 -1.86 -2.40
C1 2.52 -2.70 -0.91
C2 1.50 -2.35 -0.01
C3 1.52 -3.09 1.19
Cl2 0.42 -2.78 2.49
C4 2.45 -4.11 1.45
Cl3 2.43 -4.98 2.95
C5 3.42 -4.43 0.52
Cl4 4.57 -5.69 0.82
C6 3.45 -3.72 -0.67
Cl5 4.67 -4.10 -1.84
O1 -0.78 2.14 -0.17
S1 -1.99 1.64 -0.79
O2 -3.21 2.32 -0.41
O3 -2.11 0.17 -0.76
C7 -1.80 1.98 -2.55
C8 -2.71 2.88 -3.09
C9 -2.67 3.23 -4.43
C10 -1.71 2.67 -5.26
C11 -0.80 1.76 -4.73
C12 -0.84 1.40 -3.38
S2 0.45 0.24 -2.89
O4 -0.20 -1.02 -2.39
O5 1.20 0.03 -4.11
O6 1.18 0.80 -1.76
H1 -3.45 3.30 -2.43
H2 -3.39 3.94 -4.83
H3 -1.66 2.93 -6.31
H4 -0.05 1.31 -5.36
O7 1.63 0.24 1.11
C13 0.64 0.42 1.85
O8 -0.43 -0.22 1.64
C14 0.69 1.38 3.00
C15 1.90 1.94 3.37
C16 1.95 2.84 4.43
C17 0.79 3.17 5.11
C18 -0.43 2.61 4.73
C19 -0.47 1.71 3.67
H5 2.79 1.67 2.82
H6 2.90 3.28 4.73
H7 0.82 3.87 5.94
H8 -1.34 2.88 5.25
H9 -1.41 1.28 3.34
N1 -4.97 -4.38 1.15
C20 -4.00 -4.19 0.54
N2 -2.92 -4.10 -0.21
C21 -2.08 -3.13 -0.10
N3 -1.22 -2.35 -0.04

Summary:
- Net charge: -2
- Multiplicity: 2
- Expectation value of S²: 0.7561
- Highest occupied orbital energy (spin up / spin down): -3.32 / -3.33 eV
- Orbital gap (spin up / spin down): 0.2684 / 0.2691 hartree
- Relative energy (zero: lowest compared OMol25 entry of this formula, charge and spin): 24.77 kcal per mole

Atom charges from the natural (NBO) analysis, given in e for atoms 1 to 5: atom 1 (Ru): 1.1162, atom 2 (Cl): 0.0419, atom 3 (C): 0.0112, atom 4 (C): -0.1309, atom 5 (C): -0.0676